{
  "formula": "C19H36BrF3NO9PS",
  "method": "ωB97M-V/def2-TZVPD",
  "species": ["C", "C", "C", "Br", "O", "C", "O", "N", "C", "C", "O", "C", "F", "F", "F", "P", "S", "H", "H", "H", "H", "H", "H", "H", "H", "H", "H", "H", "H", "O", "C", "O", "C", "C", "C", "H", "H", "H", "H", "H", "H", "H", "H", "O", "C", "O", "C", "C", "C", "H", "H", "H", "H", "H", "H", "H", "H", "O", "C", "O", "C", "C", "C", "H", "H", "H", "H", "H", "H", "H", "H"],
  "positions_angstrom": [[-5.33491, 3.37394, -5.57896], [-4.47551, 2.09880, -5.37720], [-4.16803, 1.84311, -3.88080], [-3.31388, 3.51125, -3.21205], [-3.28862, 0.73363, -3.85489], [-3.26435, 0.05818, -2.64706], [-3.24026, -1.08787, -2.70298], [-3.20096, 0.80793, -1.43395], [-1.95719, 0.51368, -0.68052], [-1.67413, 1.46038, 0.50725], [-0.47108, 1.02518, 1.13023], [-1.46614, 2.93868, 0.08408], [-0.86782, 3.07208, -1.09149], [-0.65496, 3.51166, 0.97886], [-2.58258, 3.64578, 0.10008], [-4.65513, 0.75430, -0.49354], [-5.91131, -0.65505, -0.91692], [-5.94328, 3.27537, -6.48594], [-4.65684, 4.22374, -5.71775], [-5.95669, 3.60346, -4.70351], [-3.48933, 2.26806, -5.83451], [-4.91080, 1.19242, -5.81484], [-5.09634, 1.63680, -3.32923], [-1.86830, -0.53020, -0.34043], [-1.12608, 0.67099, -1.39305], [-2.44109, 1.44399, 1.29121], [0.06058, 0.68207, 0.39511], [-4.36609, 0.71514, 0.89312], [-5.30008, 1.99975, -0.71684], [-3.76154, 0.39954, 3.45064], [-2.93655, -0.09685, 4.17483], [-1.86348, -0.68869, 3.62993], [-0.73284, -1.15016, 4.37786], [-0.96151, -2.54486, 4.92245], [-3.13490, -0.14591, 5.66845], [-0.46519, -0.43467, 5.15709], [0.09924, -1.16769, 3.67477], [-1.80127, -2.57278, 5.61797], [-0.07182, -2.90334, 5.44140], [-1.19696, -3.23398, 4.11061], [-3.76901, -0.99658, 5.91539], [-3.63215, 0.77164, 5.97794], [-2.20928, -0.20409, 6.23649], [4.01809, -0.14330, 0.81627], [3.80848, 0.84478, 0.16114], [4.48665, 1.03244, -0.98453], [4.19012, 2.07002, -1.92674], [4.87328, 3.36910, -1.55322], [2.86837, 1.91827, 0.64887], [3.11205, 2.18526, -2.05087], [4.57628, 1.72005, -2.88348], [4.52608, 3.74346, -0.58959], [4.68300, 4.13242, -2.30851], [5.95025, 3.21910, -1.46787], [3.39793, 2.56974, 1.34279], [2.04263, 1.43854, 1.17054], [2.42603, 2.51539, -0.14623], [2.22141, -4.14707, -0.79144], [3.37030, -4.18709, -0.44004], [4.12082, -5.26306, -0.75932], [5.53305, -5.33496, -0.55299], [5.86549, -5.78080, 0.85620], [3.96142, -3.10437, 0.42776], [6.01271, -4.39070, -0.81618], [5.89896, -6.07703, -1.26258], [5.49844, -5.07139, 1.59853], [6.94437, -5.88401, 0.98127], [5.39298, -6.74033, 1.07051], [3.70481, -3.30037, 1.46849], [3.53483, -2.15476, 0.12952], [5.03959, -2.99814, 0.33239]],
  "forces_ev_per_a": [[0.407, -0.301, -0.231], [0.303, 0.580, 0.707], [0.061, 0.150, -1.692], [-0.220, -0.449, 0.138], [-0.655, 1.170, 1.390], [-0.019, 2.561, -0.965], [0.568, -4.214, 0.281], [-0.228, 0.506, 1.314], [0.528, 0.296, -0.236], [0.200, -0.083, -0.012], [-0.261, -0.316, -0.855], [0.361, -0.631, 1.073], [0.171, -0.059, -0.767], [0.310, 0.406, 0.381], [-0.869, 0.140, -0.363], [-1.526, -0.416, -0.333], [0.121, 0.054, -0.159], [-0.006, 0.072, 0.327], [-0.302, -0.108, 0.041], [-0.042, -0.188, -0.339], [-0.316, -0.265, -0.073], [-0.024, 0.195, 0.232], [0.400, 0.260, 0.197], [-0.378, 0.266, 0.045], [-0.265, -0.056, 0.186], [0.110, 0.005, -0.237], [0.234, -0.039, 0.441], [0.631, 0.347, -0.497], [0.715, -0.044, 0.187], [0.153, 0.066, -0.216], [-0.157, -0.239, 0.176], [0.051, 0.228, -0.365], [0.111, -0.233, 0.190], [-0.193, -0.044, 0.035], [0.294, 0.430, 0.225], [-0.102, 0.000, 0.025], [-0.152, 0.113, -0.132], [0.067, 0.034, 0.064], [0.000, 0.016, -0.025], [0.093, 0.035, -0.022], [0.012, -0.001, -0.023], [-0.181, -0.110, -0.117], [-0.005, -0.206, -0.036], [0.105, 0.233, -0.207], [0.038, 0.287, 0.337], [0.077, -0.422, -0.173], [0.022, 0.303, -0.016], [0.027, 0.032, 0.183], [-0.506, -0.108, -0.353], [0.001, 0.013, 0.094], [0.023, -0.179, 0.114], [-0.079, 0.033, -0.057], [0.002, -0.026, -0.002], [-0.022, -0.026, -0.094], [-0.002, -0.009, -0.012], [0.188, 0.024, 0.229], [0.155, 0.143, 0.036], [0.162, -0.193, -0.114], [-0.094, 0.192, 0.452], [-0.134, -0.214, -0.425], [0.124, 0.008, 0.214], [-0.088, 0.042, 0.141], [0.265, 0.040, -0.453], [-0.051, 0.035, 0.075], [-0.185, 0.012, -0.061], [0.078, 0.055, -0.036], [-0.014, -0.008, -0.015], [0.056, -0.018, -0.081], [0.002, -0.001, -0.012], [-0.157, -0.094, 0.121], [0.006, -0.082, 0.158]],
  "energy_ha": -5090.64079,
  "e_homo_ev": -8.746,
  "smiles": "CC[C@H](Br)OC(=O)N(C[C@@H](O)C(F)(F)F)[PH2]=S.CCOC(C)=O.CCOC(C)=O.CCOC(C)=O",
  "e_lumo_ev": 0.335,
  "multiplicity": 1,
  "largest_force_ev_per_a": 4.26
}